Molecular formula: C37H44ClN14O5PSSr
Method: DFT, ωB97M-V/def2-TZVPD

Last column: Mulliken charge in e.
CARTESIAN COORDINATES (ANGSTROEM)
1 Sr 0.650156 -0.297985 0.026315  1.499
2 C -3.736909 -4.024899 -1.870822  -0.864
3 N -3.197776 -2.850374 -1.209999  0.190
4 C -3.919710 -1.998468 -0.423520  -0.875
5 C -3.061799 -1.002665 -0.058582  -0.814
6 N -1.836794 -1.226936 -0.606861  1.177
7 C -1.931250 -2.343991 -1.300968  -0.225
8 P -0.730615 -3.055386 -2.477205  -0.912
9 C 0.737139 -3.504865 -1.506418  0.006
10 N 1.666802 -2.722280 -0.985500  0.464
11 C 2.655031 -3.538848 -0.528538  -0.807
12 C 2.334944 -4.838589 -0.787149  -0.609
13 N 1.122908 -4.816373 -1.409844  0.270
14 C 0.417854 -6.003865 -1.853873  -0.785
15 C -0.149010 -1.543664 -3.293466  -0.356
16 N 0.690687 -0.648639 -2.812956  0.469
17 C 0.832434 0.296949 -3.781585  -1.141
18 C 0.062408 -0.020431 -4.860144  -0.394
19 N -0.559671 -1.193934 -4.548374  0.370
20 C -1.499533 -1.873236 -5.416998  -0.861
21 H -4.621471 -4.351267 -1.329141  0.343
22 H -3.007344 -4.830090 -1.865225  0.268
23 H -4.014426 -3.802924 -2.901312  0.310
24 H -4.957629 -2.173193 -0.200759  0.443
25 H -3.261886 -0.135713 0.547995  0.499
26 H 3.516748 -3.155265 -0.010390  0.499
27 H 2.842244 -5.760721 -0.563913  0.469
28 H 0.322549 -6.704470 -1.026090  0.361
29 H 0.956810 -6.482313 -2.671359  0.330
30 H -0.572087 -5.730897 -2.206480  0.183
31 H 1.454012 1.164890 -3.636851  0.429
32 H -0.118662 0.490176 -5.788332  0.734
33 H -2.276666 -1.175859 -5.726069  0.346
34 H -1.958054 -2.701693 -4.883102  0.258
35 H -0.992901 -2.262908 -6.299904  0.334
36 N 0.014562 -1.297021 8.347706  -0.581
37 C 0.376075 -1.548932 7.028045  0.938
38 C -0.535459 -2.122051 6.141130  -0.680
39 C -0.195708 -2.314160 4.813046  -0.253
40 C 1.058205 -1.931538 4.362245  -0.642
41 C 1.978500 -1.363832 5.234744  -0.625
42 C 1.638436 -1.173330 6.559145  -0.761
43 S 1.503159 -2.108197 2.666821  1.514
44 O 2.514288 -3.127474 2.552501  -0.817
45 O 0.258056 -2.330669 1.932788  -0.533
46 N 1.969530 -0.678001 2.216570  0.687
47 C 3.215021 -0.275525 1.872080  -0.676
48 N 3.219205 0.477747 0.746784  0.315
49 C 4.376822 1.007037 0.365943  -0.302
50 C 5.549043 0.787639 1.060999  -0.953
51 C 5.443249 -0.022858 2.186882  -0.186
52 N 4.306173 -0.547349 2.609464  -0.499
53 H -0.741091 -1.858907 8.703721  0.225
54 H 0.779184 -1.219514 8.998124  0.223
55 H -1.520012 -2.402100 6.496202  0.290
56 H -0.903283 -2.738610 4.113774  0.511
57 H 2.951756 -1.068786 4.858075  0.422
58 H 2.345873 -0.720966 7.244400  0.327
59 H 4.353191 1.613486 -0.533175  0.488
60 H 6.487779 1.216672 0.746077  0.365
61 H 6.320751 -0.252083 2.784585  0.471
62 C 0.778156 2.212566 2.783787  -1.107
63 N 0.260584 3.045194 3.868324  0.156
64 C -0.528979 2.188482 4.759347  -0.504
65 N -1.645605 1.544315 4.058993  0.160
66 C -1.086589 0.745562 2.971069  0.460
67 N -0.299822 1.552426 2.016954  1.571
68 C -1.179986 2.619847 1.493391  -1.068
69 N -1.740860 3.451321 2.554994  0.188
70 C -0.630951 4.054180 3.295291  -0.648
71 C -2.485908 2.591949 3.475107  -0.753
72 H 1.418419 1.442493 3.213275  0.227
73 H 1.362876 2.828128 2.096231  0.202
74 H -0.927278 2.796118 5.574966  0.360
75 H 0.118403 1.413206 5.176696  0.141
76 H -1.902296 0.254520 2.433176  0.074
77 H -0.437958 -0.019362 3.395723  -0.960
78 H -1.992534 2.159176 0.926887  0.014
79 H -0.598068 3.237705 0.810384  0.293
80 H -1.032336 4.672226 4.101525  0.356
81 H -0.058125 4.689834 2.616695  0.340
82 H -3.310829 2.123475 2.932471  0.355
83 H -2.899929 3.203693 4.279724  0.344
84 C 1.236697 4.325455 -4.394871  -1.566
85 C 0.098146 3.668360 -5.126629  1.153
86 C 0.308562 3.155595 -6.405974  -0.709
87 C -0.731758 2.608178 -7.130695  -0.105
88 Cl -0.422691 1.964746 -8.723958  -0.239
89 C -2.010811 2.543979 -6.601105  -0.459
90 C -2.225361 3.033237 -5.326560  -0.367
91 C -1.189974 3.595723 -4.589547  0.409
92 O -1.523450 4.160558 -3.388745  -0.577
93 C -0.904848 3.669420 -2.203074  -0.673
94 C -0.989191 2.149065 -2.002888  0.546
95 O -1.831935 1.505706 -2.625427  -0.637
96 O -0.152916 1.719311 -1.143438  -0.490
97 H 2.048969 4.547404 -5.085763  0.472
98 H 1.630022 3.685171 -3.602949  0.204
99 H 0.911639 5.257743 -3.932062  0.381
100 H 1.295627 3.209805 -6.847813  0.373
101 H -2.819945 2.112643 -7.174678  0.456
102 H -3.200723 2.980742 -4.864363  0.398
103 H -1.462531 4.132531 -1.386897  0.195
104 H 0.134250 3.987626 -2.118831  0.158

Cartesian forces (eV/Å) of the 3 atoms listed first:
-0.342 0.319 -0.651
-0.030 -0.003 -0.019
0.001 0.012 -0.021

## Properties
**LUMO level**: 0.333 eV
**Gap between HOMO and LUMO**: 8.24 eV
**Energy relative to the best compared isomer or geometry (same formula, charge and spin)**: 71.7 kJ/mol
**Net charge**: 0
**Highest occupied orbital energy**: -7.907 eV

Molecular formula: C33H27ClI3N4NaO3
Method: DFT, ωB97M-V/def2-TZVPD

Last column: Mulliken charge in e.
CARTESIAN COORDINATES (ANGSTROEM)
1 Na -0.282527 0.474849 0.114915  0.938
2 C 5.716756 0.261844 -0.323555  -1.313
3 C 5.495424 0.669881 -1.752320  1.116
4 C 6.525315 1.214835 -2.507309  -0.842
5 C 6.326192 1.578372 -3.832031  -0.577
6 C 5.080189 1.364499 -4.401763  -0.716
7 C 4.028793 0.817688 -3.672432  1.330
8 C 2.711736 0.545104 -4.335263  -1.282
9 C 4.215884 0.490370 -2.318258  -0.465
10 N 3.200615 0.051118 -1.460578  -0.148
11 C 2.836412 -1.211731 -1.551737  0.066
12 O 3.058996 -2.030542 -2.475536  -0.812
13 C 2.240158 -1.780669 -0.264065  0.547
14 C 2.783965 -3.019271 0.087617  -0.802
15 C 2.545447 -3.525920 1.347090  -0.599
16 C 1.747203 -2.798313 2.210736  -0.547
17 C 1.156062 -1.626228 1.758565  0.399
18 N 1.390356 -1.116317 0.530867  0.022
19 C 0.176079 -0.970083 2.748334  -0.555
20 O 0.255215 -1.333586 3.940969  -0.834
21 N -0.671523 -0.134802 2.193707  0.584
22 C -1.774573 0.370490 2.884828  -0.383
23 C -1.921612 1.756687 3.058286  1.023
24 C -0.821101 2.703116 2.660518  -1.611
25 C -3.117936 2.264965 3.554595  -0.580
26 C -4.172282 1.431928 3.889153  -0.849
27 C -4.020516 0.060337 3.732412  -0.773
28 C -2.840894 -0.481089 3.241012  1.320
29 C -2.702909 -1.962654 3.039451  -1.439
30 H 6.733933 0.501521 -0.003129  0.405
31 H 5.553995 -0.810963 -0.193484  0.218
32 H 4.999536 0.756317 0.334393  0.265
33 H 7.498790 1.351631 -2.044881  0.286
34 H 7.134522 2.006380 -4.414536  0.365
35 H 4.914567 1.610611 -5.447021  0.350
36 H 2.845236 0.376653 -5.407033  0.342
37 H 2.020511 1.381455 -4.212650  0.102
38 H 2.243863 -0.335687 -3.899947  0.243
39 H 3.400486 -3.523264 -0.642672  0.461
40 H 2.986894 -4.466765 1.659093  0.373
41 H 1.534624 -3.103342 3.224682  0.515
42 H 0.109828 2.166822 2.482806  0.165
43 H -0.644273 3.446140 3.442821  0.515
44 H -1.085655 3.230912 1.739650  0.125
45 H -3.224257 3.340702 3.658461  0.431
46 H -5.107222 1.845296 4.250316  0.379
47 H -4.840149 -0.609023 3.976086  0.289
48 H -3.610586 -2.481722 3.355671  0.429
49 H -1.851290 -2.347857 3.604429  0.294
50 H -2.521325 -2.193719 1.986215  0.169
51 I -1.014409 1.365767 -3.434450  -0.012
52 C -0.542075 3.156709 -2.395946  -0.800
53 I 1.207056 3.049449 -1.196748  0.058
54 H -1.371353 3.335371 -1.722251  0.079
55 H -0.396944 3.938242 -3.129635  0.617
56 Cl -7.099309 -1.154195 -0.279060  -0.354
57 C -5.546892 -0.332787 -0.292289  0.618
58 C -5.509425 1.024688 -0.149157  -0.543
59 C -4.292005 1.708109 -0.156898  -0.004
60 I -4.279616 3.782740 0.038741  -0.126
61 C -3.040051 1.076663 -0.276990  -0.074
62 O -1.938996 1.692068 -0.273951  -0.380
63 C -3.114992 -0.385361 -0.450786  0.033
64 N -1.938218 -1.037485 -0.608765  0.276
65 C -1.931797 -2.334198 -0.785314  -0.504
66 C -3.108376 -3.103840 -0.809354  -0.851
67 C -4.309802 -2.475579 -0.641612  -0.981
68 C -4.352598 -1.075585 -0.459226  0.431
69 H -6.433619 1.574440 -0.027991  0.385
70 H -0.957807 -2.802098 -0.900974  0.414
71 H -3.049520 -4.175696 -0.948805  0.397
72 H -5.236201 -3.034370 -0.646034  0.382

Cartesian forces (eV/Å) of the 3 atoms listed first:
0.877 -0.115 -0.376
0.024 0.012 0.023
-0.053 0.086 0.015

## Properties
**LUMO level**: 3.650 eV
**Gap between HOMO and LUMO**: 6.13 eV
**Energy relative to the best compared isomer or geometry (same formula, charge and spin)**: 39.2 kJ/mol
**Net charge**: -2
**Highest occupied orbital energy**: -2.480 eV

Molecular formula: C3H9NO3S
Method: DFT, ωB97M-V/def2-TZVPD

Last column: Mulliken charge in e.
CARTESIAN COORDINATES (ANGSTROEM)
1 O 2.039487 0.713585 0.630297  -0.584
2 C 1.339448 0.291061 -0.253367  0.474
3 O 1.162500 1.002941 -1.400861  -0.493
4 C 0.432811 -0.940287 -0.174744  0.346
5 C 0.184553 -1.238768 1.292506  -0.854
6 S -0.108759 -2.969832 1.728572  -0.227
7 N -0.822500 -0.737881 -0.852184  -0.500
8 H 1.509088 1.893459 -1.220332  0.368
9 H 0.917264 -1.836322 -0.566459  0.210
10 H -0.623806 -0.659921 1.719437  0.488
11 H 1.084369 -0.984619 1.839550  0.281
12 H -1.105777 -3.220955 0.885160  0.119
13 H -0.790874 -0.444503 -1.807651  0.204
14 H -1.654446 -0.602811 -0.309751  0.174
15 H -0.708759 2.633260 -0.529624  0.312
16 H -1.911810 3.531880 -0.498057  0.312
17 O -0.942788 3.569714 -0.482492  -0.630

Cartesian forces (eV/Å) of the 3 atoms listed first:
-0.047 -0.377 -0.223
-0.142 0.868 0.050
-0.147 -0.089 0.321

## Properties
**SMILES**: N[C@H](CS)C(=O)O.O
**LUMO level**: 0.471 eV
**Gap between HOMO and LUMO**: 9.75 eV
**Energy relative to the best compared isomer or geometry (same formula, charge and spin)**: 78.2 kJ/mol
**Net charge**: 0
**Highest occupied orbital energy**: -9.282 eV

Molecular formula: C4H5NO2
Method: DFT, ωB97M-V/def2-TZVPD

Last column: Mulliken charge in e.
CARTESIAN COORDINATES (ANGSTROEM)
1 O 0.200820 -2.376846 -0.861010  -0.430
2 C -0.200230 -2.121761 0.243694  0.045
3 C -0.277349 -0.699504 0.799581  0.480
4 O -0.152054 -0.526234 1.992995  -0.528
5 N -0.548972 0.294791 -0.114209  -0.176
6 C -0.115599 1.649214 0.125016  -0.399
7 C 0.434723 0.863033 -1.014422  -0.263
8 H -0.480710 -2.902482 0.979589  0.347
9 H 0.498650 1.819442 1.004629  0.240
10 H -0.863142 2.409916 -0.074727  0.239
11 H 0.089580 1.069693 -2.020946  0.219
12 H 1.445732 0.477087 -0.946672  0.226

Cartesian forces (eV/Å) of the 3 atoms listed first:
-0.176 0.128 0.343
0.193 -0.151 -0.288
0.073 0.222 0.319

## Properties
**SMILES**: O=CC(=O)N1CC1
**LUMO level**: -0.092 eV
**Gap between HOMO and LUMO**: 9.93 eV
**Energy relative to the best compared isomer or geometry (same formula, charge and spin)**: 187.8 kJ/mol
**Net charge**: 0
**Highest occupied orbital energy**: -10.021 eV

Molecular formula: C5H7N
Method: DFT, ωB97M-V/def2-TZVPD

Last column: Mulliken charge in e.
CARTESIAN COORDINATES (ANGSTROEM)
1 C 1.900101 0.223786 0.031195  -1.217
2 C 0.414886 0.097918 0.250050  0.801
3 C -0.361665 -0.969002 -0.355228  -0.527
4 N -1.603275 -0.522518 -0.417471  0.029
5 C -1.707198 0.778223 0.099287  -0.316
6 C -0.485071 1.298924 0.484492  -0.938
7 H 2.287358 1.034855 0.652333  0.349
8 H 2.429392 -0.703863 0.264550  0.335
9 H 2.103913 0.480046 -1.008490  0.304
10 H -0.094393 -1.959887 -0.707957  0.383
11 H -2.377336 -1.088147 -0.755754  0.234
12 H -2.687556 1.234944 0.098611  0.391
13 H 0.180850 0.094726 1.364378  0.172

Cartesian forces (eV/Å) of the 3 atoms listed first:
0.133 0.027 0.040
0.085 0.077 0.013
-0.273 0.255 0.144

## Properties
**LUMO level**: 0.631 eV
**Gap between HOMO and LUMO**: 8.42 eV
**Energy relative to the best compared isomer or geometry (same formula, charge and spin)**: 351.0 kJ/mol
**Net charge**: 0
**Highest occupied orbital energy**: -7.787 eV